[1]
{
  "formula": "C47H108O33P6",
  "method": "the ωB97M-V functional and the def2-TZVPD basis",
  "elements": ["C", "C", "O", "P", "O", "O", "C", "C", "O", "C", "C", "H", "H", "H", "H", "H", "H", "H", "H", "H", "H", "H", "H", "H", "H", "H", "C", "C", "O", "P", "O", "O", "C", "C", "O", "C", "C", "H", "H", "H", "H", "H", "H", "H", "H", "H", "H", "H", "H", "H", "H", "H", "C", "C", "O", "P", "O", "O", "C", "C", "O", "C", "C", "H", "H", "H", "H", "H", "H", "H", "H", "H", "H", "H", "H", "H", "H", "H", "C", "C", "O", "P", "O", "O", "C", "C", "O", "C", "C", "H", "H", "H", "H", "H", "H", "H", "H", "H", "H", "H", "H", "H", "H", "H", "C", "C", "O", "P", "O", "O", "C", "C", "O", "C", "C", "H", "H", "H", "H", "H", "H", "H", "H", "H", "H", "H", "H", "H", "H", "H", "C", "C", "O", "P", "O", "O", "C", "C", "O", "C", "C", "H", "H", "H", "H", "H", "H", "H", "H", "H", "H", "H", "H", "H", "H", "H", "C", "C", "C", "O", "C", "O", "O", "H", "H", "H", "H", "H", "H", "C", "C", "C", "O", "C", "O", "O", "H", "H", "H", "H", "H", "H", "C", "O", "C", "O", "O", "C", "H", "H", "H", "H", "H", "H"],
  "xyz": [[-1.129, -0.969, -6.196], [-0.964, -2.280, -5.444], [-0.860, -2.069, -4.064], [-2.011, -2.709, -3.053], [-2.935, -3.739, -3.609], [-1.106, -3.240, -1.783], [-1.715, -3.416, -0.600], [-0.823, -4.423, 0.286], [-2.737, -1.381, -2.541], [-3.113, -0.393, -3.450], [-4.081, 0.606, -2.884], [-2.115, -0.536, -6.027], [-0.399, -0.171, -6.059], [-1.076, -1.212, -7.257], [-1.743, -2.927, -5.847], [0.014, -2.620, -5.782], [-1.741, -2.513, 0.009], [-2.737, -3.741, -0.793], [0.140, -3.985, 0.550], [-1.444, -4.632, 1.157], [-0.653, -5.421, -0.119], [-2.239, 0.109, -3.867], [-3.721, -0.881, -4.213], [-4.800, 0.182, -2.184], [-3.500, 1.238, -2.212], [-4.650, 1.204, -3.595], [3.592, -2.804, -5.858], [4.452, -3.515, -6.857], [3.773, -4.626, -7.504], [4.430, -6.100, -7.325], [4.447, -6.586, -5.870], [3.643, -7.005, -8.345], [2.922, -6.511, -9.520], [1.381, -6.132, -9.212], [5.837, -5.872, -8.070], [6.919, -6.807, -7.964], [7.209, -7.275, -9.401], [4.174, -1.924, -5.585], [2.672, -2.340, -6.213], [3.351, -3.237, -4.888], [4.688, -2.766, -7.613], [5.357, -3.893, -6.381], [3.568, -5.783, -10.011], [2.914, -7.281, -10.292], [0.787, -7.037, -9.080], [1.143, -5.407, -8.433], [1.036, -5.709, -10.155], [7.772, -6.196, -7.669], [6.885, -7.617, -7.236], [6.450, -7.968, -9.763], [7.495, -6.501, -10.113], [8.137, -7.847, -9.406], [-3.193, 6.763, 3.361], [-2.774, 8.061, 2.624], [-2.355, 7.693, 1.334], [-0.800, 7.845, 0.988], [-0.454, 7.422, -0.413], [-0.118, 7.027, 2.232], [0.304, 5.613, 2.082], [1.474, 5.210, 2.975], [-0.501, 9.399, 1.301], [0.930, 9.624, 1.576], [1.043, 10.958, 2.151], [-2.463, 6.003, 3.084], [-3.086, 6.928, 4.433], [-4.212, 6.486, 3.090], [-3.687, 8.630, 2.451], [-2.019, 8.617, 3.180], [-0.647, 5.113, 2.268], [0.594, 5.391, 1.055], [2.198, 4.607, 2.426], [2.156, 6.054, 3.080], [1.147, 4.689, 3.875], [1.248, 8.832, 2.255], [1.516, 9.497, 0.666], [2.098, 11.218, 2.246], [0.784, 11.742, 1.439], [0.553, 11.179, 3.099], [2.404, -2.704, -2.422], [2.587, -1.569, -1.438], [1.466, -1.462, -0.567], [1.138, -0.107, 0.252], [1.088, 1.168, -0.565], [-0.208, -0.598, 1.041], [-0.616, -0.153, 2.329], [-1.606, 1.088, 2.273], [2.271, -0.271, 1.421], [3.239, 0.734, 1.726], [2.759, 2.152, 2.074], [1.826, -2.420, -3.301], [3.332, -3.222, -2.663], [1.801, -3.493, -1.971], [3.461, -1.592, -0.787], [2.539, -0.584, -1.902], [-1.204, -0.845, 2.931], [0.217, 0.109, 2.983], [-2.613, 0.845, 1.933], [-1.639, 1.433, 3.306], [-1.368, 1.988, 1.707], [3.745, 0.528, 2.669], [4.006, 0.825, 0.957], [2.105, 2.112, 2.944], [3.647, 2.754, 2.270], [2.226, 2.469, 1.178], [-3.983, -0.629, 7.390], [-2.569, -0.964, 7.604], [-2.133, -2.225, 7.242], [-0.505, -2.470, 7.208], [0.289, -2.122, 8.378], [-0.370, -4.058, 6.703], [-0.849, -5.063, 7.482], [0.355, -5.685, 8.068], [-0.132, -1.728, 5.879], [1.223, -1.362, 5.725], [2.010, -2.640, 5.309], [-4.801, -1.183, 7.852], [-4.225, 0.390, 7.689], [-4.255, -0.663, 6.335], [-2.007, -0.120, 7.204], [-2.382, -1.060, 8.674], [-1.419, -4.835, 8.383], [-1.506, -5.803, 7.026], [0.045, -6.315, 8.901], [0.753, -6.354, 7.306], [1.162, -5.037, 8.408], [1.203, -0.595, 4.951], [1.545, -0.919, 6.668], [2.214, -3.328, 6.129], [1.603, -3.265, 4.514], [3.006, -2.361, 4.966], [-7.568, 2.809, -1.516], [-6.687, 2.205, -0.517], [-5.278, 2.518, -0.408], [-4.705, 3.256, 0.906], [-5.391, 4.590, 1.167], [-4.854, 2.167, 2.035], [-5.156, 2.525, 3.361], [-4.137, 3.421, 4.101], [-3.136, 3.325, 0.652], [-2.685, 4.250, -0.290], [-1.215, 3.999, -0.789], [-7.886, 3.849, -1.451], [-7.183, 2.657, -2.524], [-8.464, 2.188, -1.518], [-7.231, 2.444, 0.397], [-6.680, 1.123, -0.650], [-6.194, 2.844, 3.449], [-5.101, 1.666, 4.029], [-4.771, 3.947, 4.814], [-3.390, 2.801, 4.598], [-3.472, 4.048, 3.507], [-3.356, 4.296, -1.148], [-2.756, 5.271, 0.085], [-0.903, 3.057, -0.336], [-1.326, 3.735, -1.840], [-0.579, 4.876, -0.668], [-5.443, -0.704, 2.417], [-5.615, -2.254, 2.331], [-4.962, -2.991, 1.152], [-4.370, -4.071, 1.900], [-4.288, -3.840, 3.159], [-4.019, -4.705, 3.890], [-4.915, -2.662, 3.417], [-4.412, -0.508, 2.711], [-6.069, -0.324, 3.225], [-5.780, -0.171, 1.528], [-6.599, -2.644, 2.592], [-4.347, -2.373, 0.498], [-5.818, -3.386, 0.606], [2.676, 5.344, -1.491], [3.706, 5.716, -0.422], [4.941, 4.835, -0.397], [5.987, 5.803, -0.585], [5.491, 7.053, -0.854], [6.213, 8.068, -1.141], [4.190, 6.871, -1.061], [1.796, 5.955, -1.289], [2.307, 4.345, -1.259], [2.984, 5.340, -2.537], [3.175, 6.016, 0.482], [4.991, 4.181, -1.268], [4.994, 4.325, 0.564], [4.125, -4.828, 1.445], [4.665, -4.393, 0.336], [4.924, -5.308, -0.679], [4.691, -6.539, -0.693], [5.494, -4.588, -1.751], [5.907, -5.230, -2.951], [4.222, -5.883, 1.703], [3.108, -4.436, 1.475], [4.486, -4.301, 2.329], [6.411, -4.544, -3.631], [5.064, -5.804, -3.337], [6.682, -5.968, -2.748]],
  "smiles": "CCOP(=O)(OCC)OCC.CCOP(=O)(OCC)OCC.CCOP(=O)(OCC)OCC.CCOP(=O)(OCC)OCC.CCOP(=O)(OCC)OCC.CCOP(=O)(OCC)OCC.C[C@H]1COC(=O)O1.C[C@H]1COC(=O)O1.COC(=O)OC",
  "homo_lumo_gap_ev": 10.547,
  "lumo_energy_ev": 0.1,
  "charge": 0,
  "energy_ha": -6387.04197
}

***

[2]
{
  "formula": "C47H117CuN6O15",
  "method": "the ωB97M-V functional and the def2-TZVPD basis",
  "elements": ["Cu", "C", "C", "C", "C", "C", "C", "N", "O", "C", "C", "C", "H", "H", "H", "H", "H", "H", "H", "H", "H", "H", "H", "H", "H", "H", "H", "H", "H", "H", "C", "C", "O", "H", "H", "H", "H", "H", "H", "C", "C", "O", "H", "H", "H", "H", "H", "H", "C", "C", "O", "H", "H", "H", "H", "H", "H", "C", "C", "O", "H", "H", "H", "H", "H", "H", "C", "O", "C", "C", "N", "C", "C", "O", "C", "H", "H", "H", "H", "H", "H", "H", "H", "H", "H", "H", "H", "H", "H", "H", "C", "O", "C", "C", "N", "C", "C", "O", "C", "H", "H", "H", "H", "H", "H", "H", "H", "H", "H", "H", "H", "H", "H", "H", "C", "O", "C", "C", "N", "C", "C", "O", "C", "H", "H", "H", "H", "H", "H", "H", "H", "H", "H", "H", "H", "H", "H", "H", "C", "O", "C", "C", "N", "C", "C", "O", "C", "H", "H", "H", "H", "H", "H", "H", "H", "H", "H", "H", "H", "H", "H", "H", "C", "O", "C", "C", "N", "C", "C", "O", "C", "H", "H", "H", "H", "H", "H", "H", "H", "H", "H", "H", "H", "H", "H", "H"],
  "xyz": [[-2.402, -4.049, 0.666], [-0.308, -0.605, 3.152], [0.438, -0.373, 1.742], [1.789, 0.185, 2.220], [2.876, 0.292, 1.178], [3.078, -1.080, 0.498], [1.766, -1.658, 0.025], [0.708, -1.650, 1.072], [-0.424, -2.572, 0.954], [2.078, -3.115, -0.409], [1.366, -0.916, -1.230], [-0.390, 0.690, 0.932], [-1.319, -1.007, 3.099], [-0.510, 0.374, 3.587], [0.185, -1.243, 3.885], [2.163, -0.275, 3.135], [1.616, 1.198, 2.583], [3.799, 0.584, 1.679], [2.642, 1.039, 0.420], [3.612, -1.704, 1.214], [3.790, -0.864, -0.299], [1.195, -3.511, -0.911], [2.309, -3.602, 0.539], [2.993, -3.222, -0.990], [1.350, 0.173, -1.193], [0.460, -1.264, -1.727], [2.015, -1.199, -2.059], [-1.261, 0.160, 0.546], [0.189, 1.177, 0.147], [-0.790, 1.422, 1.632], [0.758, 1.481, -4.385], [0.431, 0.055, -4.926], [-0.958, -0.276, -5.079], [0.196, 2.247, -4.918], [1.802, 1.786, -4.315], [0.489, 1.617, -3.338], [0.805, -0.732, -4.272], [0.937, -0.211, -5.854], [-1.060, -0.404, -6.025], [-0.858, 4.822, 1.870], [0.015, 4.245, 3.054], [-0.864, 4.250, 4.122], [-1.191, 5.853, 1.996], [-1.768, 4.313, 1.554], [-0.270, 4.884, 0.955], [0.832, 4.944, 3.232], [0.466, 3.257, 2.958], [-0.176, 4.255, 4.792], [2.061, -4.868, 5.032], [1.708, -3.749, 4.049], [0.410, -3.909, 3.584], [3.033, -4.726, 5.504], [1.949, -5.837, 4.545], [1.405, -4.873, 5.902], [2.361, -3.718, 3.177], [1.898, -2.763, 4.475], [0.143, -3.291, 2.901], [-4.681, 1.501, 2.861], [-4.301, 2.049, 4.218], [-2.895, 1.885, 4.357], [-4.140, 0.587, 2.618], [-4.322, 2.269, 2.176], [-5.718, 1.452, 2.531], [-4.813, 1.513, 5.017], [-4.756, 3.036, 4.298], [-2.478, 2.589, 3.855], [-1.106, -6.441, -1.623], [-1.721, -6.161, -0.297], [-0.689, -6.618, 0.620], [-1.335, -6.765, 2.002], [-1.915, -5.561, 2.635], [-2.825, -5.864, 3.740], [-2.158, -6.483, 5.010], [-1.646, -7.893, 4.815], [-0.705, -8.258, 5.817], [-0.805, -7.481, -1.752], [-0.359, -5.694, -1.890], [-1.975, -6.479, -2.280], [0.143, -5.940, 0.812], [-0.238, -7.580, 0.374], [-0.664, -7.281, 2.688], [-2.171, -7.454, 1.884], [-1.128, -5.235, 3.179], [-3.581, -6.551, 3.359], [-3.334, -4.960, 4.074], [-2.873, -6.583, 5.827], [-1.355, -5.819, 5.329], [-1.021, -8.163, 6.856], [0.102, -7.526, 5.781], [-0.258, -9.252, 5.849], [-1.476, 10.986, -1.754], [-1.778, 10.087, -0.681], [-2.013, 8.778, -1.125], [-2.418, 7.868, 0.035], [-2.717, 6.476, -0.329], [-3.819, 6.096, -1.250], [-3.976, 4.679, -1.863], [-3.878, 3.696, -0.860], [-3.239, 2.451, -1.181], [-2.237, 10.794, -2.511], [-0.490, 10.721, -2.137], [-1.260, 12.002, -1.424], [-1.166, 8.431, -1.717], [-2.911, 8.691, -1.736], [-3.165, 8.275, 0.716], [-1.530, 7.638, 0.623], [-2.712, 5.775, 0.398], [-3.871, 6.777, -2.099], [-4.679, 6.314, -0.615], [-3.085, 4.475, -2.457], [-4.826, 4.639, -2.543], [-2.952, 1.889, -0.292], [-2.317, 2.484, -1.761], [-3.961, 1.920, -1.802], [0.835, 5.458, -1.503], [1.957, 5.204, -0.706], [2.161, 3.818, -0.292], [3.573, 3.642, 0.391], [3.851, 4.827, 1.217], [5.159, 4.704, 1.810], [5.518, 5.983, 2.602], [6.391, 5.539, 3.658], [7.725, 6.005, 3.495], [0.539, 6.504, -1.418], [0.050, 4.819, -1.099], [1.078, 5.200, -2.534], [1.824, 3.186, -1.114], [1.510, 3.697, 0.575], [4.276, 3.481, -0.427], [3.522, 2.794, 1.073], [3.803, 5.685, 0.686], [5.790, 4.504, 0.944], [5.114, 3.782, 2.389], [4.664, 6.576, 2.930], [5.973, 6.644, 1.864], [8.379, 5.614, 4.275], [7.752, 7.078, 3.685], [8.167, 6.020, 2.499], [-5.527, -3.125, 1.009], [-4.222, -2.671, 1.213], [-4.010, -1.341, 0.893], [-3.575, -1.299, -0.627], [-2.475, -2.235, -1.033], [-2.267, -1.964, -2.471], [-3.285, -2.468, -3.517], [-3.101, -3.909, -3.577], [-4.333, -4.553, -3.848], [-6.262, -2.611, 1.629], [-5.732, -4.172, 1.229], [-5.852, -3.048, -0.029], [-3.212, -1.100, 1.596], [-4.891, -0.729, 1.087], [-3.360, -0.249, -0.827], [-4.516, -1.353, -1.174], [-1.614, -1.992, -0.565], [-1.387, -2.564, -2.703], [-2.041, -0.904, -2.584], [-3.092, -1.891, -4.421], [-4.275, -2.173, -3.170], [-4.447, -4.699, -4.922], [-5.142, -4.088, -3.285], [-4.284, -5.522, -3.350], [0.557, -4.053, -4.684], [1.848, -4.513, -4.721], [2.522, -4.460, -3.519], [4.030, -4.407, -3.794], [4.470, -3.168, -4.404], [4.596, -2.050, -3.510], [5.098, -0.871, -4.303], [4.112, -0.506, -5.267], [4.134, 0.725, -5.887], [-0.119, -4.521, -3.968], [0.220, -4.099, -5.720], [0.588, -2.976, -4.517], [2.315, -5.321, -2.883], [2.285, -3.546, -2.975], [4.301, -5.284, -4.383], [4.655, -4.553, -2.913], [3.716, -2.957, -5.041], [5.292, -2.415, -2.755], [3.624, -2.017, -3.018], [6.082, -1.019, -4.748], [5.211, -0.059, -3.584], [5.105, 1.025, -6.281], [3.975, 1.513, -5.150], [3.302, 0.607, -6.581]],
  "homo_lumo_gap_ev": 6.228,
  "lumo_energy_ev": 0.5,
  "charge": 0,
  "energy_ha": -4957.98252
}